Here is an isolated molecule of C9H16N2O3 from OMol25. Energies are from ωB97M-V/def2-TZVPD.

Last column: Mulliken charge in e.
CARTESIAN COORDINATES (ANGSTROEM)
C -1.96267 3.87690 -0.46217  -0.80
C -2.17852 2.85109 0.34421  0.16
O -1.40797 2.36627 1.35043  -0.38
C -0.14190 2.94136 1.57188  -0.63
C 0.89606 2.47767 0.53748  -0.70
N 1.01875 1.04497 0.53872  -0.09
C 0.54516 0.25911 -0.43388  0.48
O 0.08809 0.62634 -1.50269  -0.70
C 0.67062 -1.22775 -0.07394  0.63
O 1.13951 -1.57868 0.99641  -0.71
N 0.20933 -2.00114 -1.05827  -0.15
C 0.16628 -3.45592 -1.05646  0.31
C -0.71859 -3.95260 0.08557  -1.40
C 1.58093 -4.02153 -0.94306  -1.40
H -2.69755 4.13501 -1.20036  0.26
H -1.07866 4.48818 -0.43513  0.22
H -3.08300 2.26108 0.28193  0.37
H 0.15346 2.59778 2.56793  0.37
H -0.20107 4.03639 1.57613  0.36
H 0.57714 2.75721 -0.46972  0.37
H 1.86201 2.93970 0.76232  0.35
H 1.30873 0.56361 1.38282  0.25
H -0.13670 -1.48825 -1.86057  0.27
H -0.27135 -3.75513 -2.01507  0.36
H -0.29695 -3.63731 1.03586  0.32
H -0.77812 -5.03723 0.06721  0.42
H -1.72216 -3.54351 -0.00597  0.36
H 2.20075 -3.66152 -1.76110  0.36
H 2.02409 -3.70674 -0.00243  0.32
H 1.55257 -5.10708 -0.97517  0.42

HOMO-LUMO gap = 9.89 eV
Energy relative to the best compared isomer or geometry (same formula, charge and spin) = 161.4 kJ/mol
SMILES string = C=COCCNC(=O)C(=O)NC(C)C
Net charge = 0
Energy = -687.7834 a.u.